Entry 1:
62
Properties=species:S:1:pos:R:3:forces:R:3:lowdin_charge:R:1 method="wB97M-V/def2-TZVPD" relative_energy_kcal_mol=0.0 total_charge=+2 homo_energy_ev=-13.3483 homo_lumo_gap_ev=6.0
Zr 0.918546 -1.291477 -1.136388 -2.6 3.5 4.2 2.111
C -1.951561 -1.911624 2.501915 0.1 1.0 0.2 0.000
C -1.906876 -0.590481 1.712897 -0.2 0.0 0.1 -0.488
C -2.678659 0.500090 2.475311 0.1 0.3 0.1 -0.130
C -1.986005 1.041693 3.720029 -0.1 -0.9 0.2 -0.161
C -0.617430 1.571707 3.313591 -1.1 0.6 0.2 -0.132
C 0.237527 0.570582 2.542473 1.2 0.7 0.7 -0.490
N -0.518010 -0.110173 1.479696 -0.8 0.8 0.5 -0.080
O 0.266530 -0.993148 0.848943 1.4 -1.2 -4.6 -0.253
C 0.925567 -0.382053 3.520185 0.0 -1.3 0.2 -0.016
C 1.353562 1.411578 1.904208 0.5 -0.3 0.0 -0.025
C -2.612387 -0.716765 0.374733 0.1 -0.6 -1.0 -0.033
H -2.977875 -2.272685 2.518492 0.1 -0.4 -0.4 0.097
H -1.733575 -1.688158 3.545217 0.3 -0.2 0.0 0.071
H -1.214564 -2.598594 2.096919 -0.2 -0.4 0.1 0.083
H -3.651430 0.057502 2.697618 0.0 0.2 0.1 0.133
H -2.846380 1.357167 1.814270 -0.1 -0.1 -0.1 0.126
H -1.908875 0.258732 4.484706 0.2 0.0 -0.1 0.113
H -2.614313 1.793202 4.198109 0.1 0.2 -0.2 0.123
H -0.084956 1.929874 4.195385 0.3 -0.3 -0.1 0.131
H -0.794074 2.486278 2.733396 0.1 -0.2 -0.3 0.127
H 1.437123 0.108971 4.346637 0.1 0.4 -0.3 0.099
H 1.653671 -1.005727 2.992003 0.1 0.2 0.0 0.080
H 0.282495 -1.116298 4.012568 -0.3 0.3 -0.2 0.080
H 2.138858 0.830547 1.413019 -0.3 -0.2 -0.1 0.057
H 1.897247 1.908839 2.709215 -0.3 0.3 0.0 0.103
H 0.951992 2.131305 1.192564 0.0 0.1 0.1 0.084
H -2.594947 0.221701 -0.180459 -0.4 0.1 0.3 0.089
H -3.619374 -1.119557 0.500860 -0.1 0.5 0.2 0.103
H -2.195659 -1.433773 -0.337816 0.5 -0.1 0.5 0.046
C -0.180543 2.614517 -1.924530 0.7 0.2 0.4 0.020
C 0.285680 1.234773 -1.713316 0.0 -1.1 0.5 -0.578
O 1.439961 0.931321 -1.273399 0.1 -0.8 -0.2 -0.082
O -0.466388 0.194864 -1.893134 0.3 -0.5 -0.1 -0.137
H 0.693417 3.261586 -1.887447 0.0 0.1 -0.2 0.061
H -0.788665 2.907486 -1.063907 -0.2 -0.2 -0.1 0.121
H -0.728247 2.755022 -2.850890 -0.1 -0.1 0.0 0.046
C -0.136837 5.847166 -4.985587 -0.1 0.4 0.0 -1.615
Br -0.769432 7.585052 -5.514793 -0.1 -0.2 0.0 0.613
Br -1.488691 4.471854 -5.089672 0.0 0.1 0.0 0.588
Br 0.624666 5.950978 -3.207271 0.0 -0.1 -0.2 0.586
H 0.626498 5.591198 -5.703463 0.2 -0.2 0.2 -0.028
C 6.364835 -0.767068 -0.307059 0.7 0.1 -0.6 -0.032
C 6.007933 -0.729087 1.176345 -0.1 0.7 -0.1 -0.015
O 4.556361 -0.541253 1.118237 -0.2 -1.0 0.5 0.123
C 4.132867 -0.884707 -0.061714 0.7 0.9 0.1 -0.546
O 2.941641 -1.081081 -0.297047 -1.1 -0.8 -0.9 -0.055
O 5.070809 -0.913698 -0.964738 -0.2 -0.4 -0.1 0.132
H 6.983414 -1.589533 -0.659226 -0.2 -0.3 0.4 0.145
H 6.874637 0.119816 -0.681405 -0.5 0.3 0.1 0.146
H 6.354580 0.147624 1.713317 0.3 -0.1 -0.1 0.147
H 6.265523 -1.629026 1.727824 -0.3 -0.1 0.0 0.146
C -3.239972 -3.333278 -4.238230 -1.2 -0.2 0.4 -0.036
C -3.315205 -4.484764 -3.221355 0.0 -0.6 -0.8 -0.039
O -2.301463 -4.126532 -2.253832 0.0 -0.1 0.3 0.136
C -1.733285 -3.007392 -2.604782 -0.7 -0.6 -0.3 -0.559
O -0.919686 -2.440644 -1.886022 2.3 0.3 0.4 -0.048
O -2.130760 -2.545555 -3.751954 0.2 0.4 -0.4 0.138
H -4.134469 -2.712446 -4.210424 0.2 0.2 0.0 0.145
H -3.108131 -3.680598 -5.256834 0.5 0.2 0.0 0.144
H -3.079124 -5.430205 -3.709603 0.5 0.0 0.3 0.142
H -4.258122 -4.665653 -2.714393 0.0 0.6 0.1 0.145



Entry 2:
63
Properties=species:S:1:pos:R:3:forces:R:3:lowdin_charge:R:1 method="wB97M-V/def2-TZVPD" relative_energy_kcal_mol=64.9 total_charge=0 smiles=CCO.CCO.CCO.CCO.CCO.CCO.CCO homo_energy_ev=-9.6707 homo_lumo_gap_ev=10.1
C -4.001662 -1.451353 -2.168379 0.2 -0.7 0.9 -0.089
C -3.481112 -0.068543 -2.456879 0.1 -1.5 -0.2 -0.347
O -4.164192 0.333607 -3.628679 -0.1 1.2 0.1 -0.071
H -5.086852 -1.359093 -2.124299 0.0 -0.3 0.1 0.077
H -3.611602 -1.839353 -1.227419 -0.2 0.2 0.4 0.068
H -3.725812 -2.254893 -2.851259 0.0 0.5 -0.6 0.078
H -2.406092 -0.064333 -2.636919 0.2 0.1 0.1 0.107
H -3.724942 0.564177 -1.603469 0.1 0.2 -0.1 0.095
H -4.456862 1.213597 -3.380579 -0.3 0.2 -0.8 0.076
C 3.272688 0.749087 4.776231 -0.6 -0.2 0.5 -0.089
C 2.300828 -0.094603 3.909421 2.5 2.0 0.3 -0.362
O 1.607538 -0.940593 4.754001 -0.9 -0.8 -0.2 -0.057
H 3.845738 1.472357 4.196061 0.1 -0.1 0.1 0.072
H 3.898468 0.092117 5.380281 0.5 -0.2 -0.5 0.067
H 2.733038 1.237367 5.587691 -0.4 0.5 -0.3 0.069
H 2.975148 -0.580703 3.204361 -0.4 -0.6 -0.3 0.104
H 1.709198 0.612447 3.327921 -0.7 -0.4 0.2 0.095
H 2.171058 -1.712513 4.844361 -0.2 -0.2 0.3 0.094
C 3.912938 -0.992583 -2.396709 -1.3 -0.1 0.0 -0.070
C 3.498658 0.456407 -2.219179 1.2 0.2 0.2 -0.312
O 2.175338 0.771877 -2.593589 -0.2 -0.2 -0.5 -0.084
H 4.942478 -1.117933 -2.061399 0.0 -0.1 -0.4 0.083
H 3.711028 -1.287023 -3.426579 0.6 0.0 -0.2 0.081
H 3.278508 -1.676053 -1.832379 0.0 0.1 0.4 0.062
H 4.158748 1.047577 -2.853919 0.3 0.1 0.1 0.113
H 3.623218 0.782737 -1.186659 0.3 -0.1 0.2 0.113
H 2.219308 1.699117 -2.838339 -0.6 0.0 0.0 0.103
C -2.098012 2.795997 -1.031219 0.2 0.6 -0.1 -0.085
C -0.941372 3.613017 -0.474149 -0.4 0.8 0.0 -0.330
O -1.059122 3.732807 0.918151 0.5 0.1 0.2 -0.090
H -2.169352 1.825357 -0.540439 0.2 0.0 -0.1 0.043
H -1.984162 2.668967 -2.107789 -0.1 -0.2 0.0 0.077
H -3.010662 3.355157 -0.825049 -0.2 -0.1 -0.1 0.082
H -0.975242 4.659057 -0.778729 -0.1 -0.1 -0.7 0.110
H 0.028858 3.237517 -0.799329 0.2 -0.3 0.1 0.098
H -1.073992 2.833047 1.252541 -0.2 -0.3 0.6 0.017
C -2.030282 2.615967 4.198181 0.4 0.4 1.5 -0.078
C -1.541512 1.376197 3.519351 -0.9 -0.5 0.0 -0.289
O -1.792482 1.478377 2.132351 0.7 -0.4 -1.1 -0.108
H -1.657442 3.549587 3.776941 -0.2 -0.2 -0.6 0.081
H -1.623572 2.660187 5.208491 -0.1 -0.2 0.3 0.075
H -3.112692 2.612217 4.326561 0.0 0.2 -0.3 0.080
H -2.120982 0.502887 3.818751 0.2 -0.1 0.7 0.118
H -0.494902 1.136747 3.707481 0.0 0.3 -0.3 0.102
H -2.740232 1.466197 1.979971 -0.1 0.1 0.1 0.104
C 0.410028 -1.568433 0.994281 -0.3 1.1 -1.8 -0.042
C 0.030508 -0.570133 -0.163119 0.2 -0.6 0.4 -0.264
O 0.542048 -1.021243 -1.428109 -0.1 -0.2 1.0 -0.109
H -0.095122 -1.217213 1.894041 0.0 -0.5 0.1 0.068
H 1.488618 -1.441283 1.086901 0.0 -0.2 0.3 0.065
H 0.214728 -2.590423 0.669501 -0.3 0.0 0.6 0.063
H 0.406848 0.376967 0.223481 0.3 0.4 -0.7 0.102
H -1.027072 -0.409513 -0.372479 -0.3 -0.3 0.7 0.093
H 1.210188 -0.433263 -1.787929 0.0 0.5 -0.1 0.021
C 0.843778 -3.383403 -3.736689 -0.4 0.2 -0.3 -0.081
C 0.645808 -4.136173 -2.382589 2.0 0.3 -1.6 -0.326
O -0.404622 -3.678313 -1.605929 -0.8 -0.7 0.1 -0.069
H 1.624578 -3.738603 -4.409219 0.6 -0.5 0.6 0.062
H 1.034828 -2.314743 -3.638889 -0.1 0.0 0.4 0.046
H -0.000212 -3.469743 -4.421029 -0.6 0.0 0.4 0.065
H 1.583118 -4.087173 -1.828379 0.3 0.4 0.2 0.097
H 0.646418 -5.200093 -2.619599 -1.1 -0.2 0.2 0.104
H -0.132112 -2.829403 -1.250019 0.1 0.3 -0.3 0.021



Entry 3:
86
Properties=species:S:1:pos:R:3:forces:R:3:lowdin_charge:R:1 method="wB97M-V/def2-TZVPD" total_charge=+1 multiplicity=3 homo_energy_ev="-10.1437 / -10.2425" homo_lumo_gap_ev="8.5 / 7.4"
Ni 0.028897 0.111241 0.117861 -0.1 -0.5 -1.0 -0.230
C -5.026940 2.350484 -2.460710 0.1 -0.1 0.1 -0.019
C -4.134290 1.768892 -1.357683 -0.5 0.5 0.3 -0.540
C -4.949103 1.011144 -0.301953 0.1 0.1 -0.1 -0.014
C -3.401795 2.917936 -0.671877 0.0 -0.1 0.0 -0.094
N -3.244480 0.781418 -1.992720 0.7 -0.4 -0.2 0.007
C -3.784092 -0.287174 -2.663284 0.0 -0.7 -0.4 -0.040
C -2.767532 -1.052187 -3.111000 -0.6 0.1 0.0 -0.043
N -1.591962 -0.470066 -2.728220 -0.3 0.4 0.0 0.024
B -0.256628 -1.172122 -3.068387 0.1 0.2 0.6 -0.578
N 0.924760 -0.176891 -3.048961 0.5 0.2 0.1 0.023
C 1.093250 0.680769 -4.099008 0.3 0.4 -0.3 -0.045
C 2.151508 1.473490 -3.832955 -0.5 0.0 -0.6 -0.040
N 2.649172 1.114192 -2.604818 -0.7 -0.5 -0.1 0.007
C 1.868340 0.118547 -2.131158 0.2 -0.4 -0.1 -0.643
S 2.043148 -0.689569 -0.633739 -0.2 -0.3 0.5 0.756
C 3.798051 1.843234 -2.041391 0.6 0.4 0.3 -0.542
C 4.950702 1.715723 -3.045017 -0.1 0.0 0.1 -0.019
C 3.350661 3.299470 -1.865027 0.1 -0.2 0.0 -0.015
C 4.269662 1.311713 -0.691504 -0.1 0.0 0.0 -0.094
N 0.004324 -2.374556 -2.134001 -0.2 -0.4 0.3 0.023
C 0.848043 -3.368868 -2.539362 0.3 -0.5 0.0 -0.045
C 0.951914 -4.270481 -1.542625 0.3 0.0 -0.6 -0.039
N 0.168963 -3.837889 -0.500316 -0.1 0.6 -0.6 0.007
C -0.380936 -2.661893 -0.873661 -0.4 0.0 -0.1 -0.643
S -1.417120 -1.675548 0.061914 -0.3 0.6 0.2 0.753
C 0.112307 -4.622271 0.744317 0.0 -0.4 0.7 -0.542
C -0.358921 -6.033306 0.370428 0.1 0.1 0.0 -0.020
C 1.531173 -4.630177 1.326647 -0.2 0.0 -0.1 -0.014
C -0.843378 -4.055931 1.790011 0.1 0.0 0.0 -0.093
C -1.901133 0.637948 -2.024759 0.1 0.2 -0.3 -0.642
S -0.751806 1.695583 -1.326982 0.5 0.2 0.2 0.756
H -5.672792 3.117410 -2.043225 -0.1 0.1 0.1 0.093
H -4.413390 2.803381 -3.236965 0.0 0.1 -0.1 0.097
H -5.657773 1.595807 -2.920692 -0.1 -0.1 0.0 0.077
H -5.578453 1.705660 0.247367 -0.1 0.1 0.0 0.093
H -5.584828 0.251932 -0.748082 -0.1 -0.1 0.0 0.081
H -4.273780 0.519957 0.396968 0.0 0.0 0.1 0.090
H -4.143193 3.603584 -0.268866 -0.2 0.0 0.0 0.092
H -2.788815 2.560520 0.150189 0.0 0.1 0.0 0.043
H -2.774249 3.466844 -1.368035 0.0 0.1 0.0 0.063
H -4.838492 -0.424747 -2.774392 -0.1 0.0 0.0 0.124
H -2.787456 -1.964856 -3.668105 0.0 -0.2 -0.1 0.132
H -0.348819 -1.594429 -4.173564 0.0 -0.1 -0.3 0.129
H 0.446157 0.661239 -4.950626 -0.1 0.0 -0.2 0.132
H 2.580113 2.255447 -4.421296 0.1 0.1 -0.1 0.123
H 4.715138 2.170540 -4.002446 0.0 0.1 -0.1 0.077
H 5.836526 2.205356 -2.651127 0.1 0.1 0.1 0.093
H 5.184336 0.666176 -3.212783 0.0 -0.1 0.0 0.097
H 3.104997 3.765969 -2.814701 0.0 0.1 -0.1 0.081
H 2.466270 3.334871 -1.230830 0.0 0.0 0.1 0.089
H 4.142875 3.874909 -1.394350 0.1 0.1 0.0 0.093
H 4.546022 0.262683 -0.747680 0.0 0.0 0.1 0.061
H 5.146871 1.878221 -0.388532 0.1 0.1 -0.1 0.092
H 3.506354 1.436722 0.071281 0.0 0.0 0.0 0.053
H 1.311135 -3.355492 -3.504380 0.1 0.0 -0.2 0.132
H 1.517440 -5.175967 -1.499668 0.1 -0.2 0.0 0.123
H 0.334945 -6.536790 -0.296028 0.1 -0.1 -0.1 0.076
H -0.457534 -6.637257 1.267711 0.0 0.0 0.1 0.093
H -1.329512 -5.984493 -0.119090 -0.1 0.0 0.0 0.097
H 2.235779 -5.128857 0.667014 0.1 -0.1 0.0 0.081
H 1.871460 -3.606512 1.474804 0.0 0.1 0.0 0.087
H 1.534887 -5.144133 2.283800 0.0 -0.1 0.1 0.093
H -1.856558 -3.979780 1.406044 -0.1 0.0 0.0 0.064
H -0.853238 -4.728348 2.644659 0.1 -0.2 0.0 0.092
H -0.521625 -3.076384 2.130733 -0.1 0.0 0.0 0.047
C 0.517133 0.656376 6.025491 -0.1 0.1 0.4 -0.036
N 0.977559 0.711303 4.653048 -0.1 0.2 -0.3 -0.210
C 1.787922 -0.419175 4.258813 0.3 -0.3 -0.1 -0.086
C 0.326275 1.418752 3.711270 0.0 0.1 0.1 -0.663
S 0.204059 0.813284 2.143641 0.1 0.3 1.1 0.777
N -0.229657 2.604568 4.020064 0.1 -0.4 -0.1 -0.209
C 0.384632 3.529354 4.950320 0.1 0.1 0.3 -0.036
C -1.150395 3.217870 3.089518 -0.3 0.1 -0.2 -0.089
H 0.206277 -0.367907 6.249226 0.0 0.1 0.0 0.101
H -0.335177 1.314303 6.170952 0.0 0.0 0.0 0.091
H 1.314065 0.930018 6.717505 0.0 0.0 0.0 0.100
H 2.535236 -0.595199 5.028946 0.0 0.0 0.1 0.098
H 2.290816 -0.210585 3.317298 0.0 0.0 0.1 0.066
H 1.186697 -1.325023 4.138046 0.0 0.0 0.0 0.094
H 1.287490 3.100570 5.377090 0.0 0.0 0.0 0.092
H -0.305728 3.799220 5.750333 0.0 0.0 0.0 0.099
H 0.654693 4.440879 4.410460 0.0 0.0 0.0 0.102
H -1.780551 2.454927 2.638123 0.0 0.1 0.0 0.062
H -0.628505 3.754233 2.291856 0.0 0.0 0.0 0.100
H -1.778400 3.920196 3.632834 0.0 0.0 0.1 0.098



Entry 4:
10
Properties=species:S:1:pos:R:3:forces:R:3:lowdin_charge:R:1 method="wB97M-V/def2-TZVPD" relative_energy_kcal_mol=19.7 total_charge=-1 homo_energy_ev=-4.5806 homo_lumo_gap_ev=8.4
C 0.181791 -0.263849 -0.171889 2.6 0.8 -2.7 -0.516
C 1.244134 1.241046 -0.619500 -0.1 -0.8 2.2 -0.671
C -0.878413 -0.085959 0.779821 -1.5 0.3 2.7 -0.182
O 0.555476 2.161641 -0.214337 -0.2 0.6 -0.6 -0.045
O 2.414734 1.105870 -0.954810 -1.1 -0.7 -0.5 -0.040
O -0.467855 -2.656300 -0.962871 0.2 -0.2 -0.3 -0.672
S 0.464864 -1.495985 -1.168073 -0.7 0.3 1.1 0.871
H -1.750721 -0.782620 0.677688 0.9 0.2 0.0 0.071
H -0.466093 -0.169587 1.861915 -0.6 -0.1 -1.6 0.110
H -1.297914 0.945747 0.772060 0.6 -0.5 -0.3 0.073